Record 1
Density functional theory data (ωB97M-V with the def2-TZVPD basis set) for C11H25BN2O3 in the gas phase at a distorted geometry.

Geometry as XYZ:
```
42
Properties=species:S:1:pos:R:3:forces:R:3:nbo_charge:R:1
O -1.0741 -0.9043 -0.9334 0.590 -0.801 -1.445 -0.674
O 1.3944 -2.1194 -1.1107 1.578 0.777 0.551 -0.905
O 3.5170 -1.1098 -0.5109 -0.629 -1.264 -0.431 -0.889
B 2.1731 -0.9984 -0.8289 -0.551 -1.173 -1.075 1.113
C -0.7651 -0.1711 -0.0244 1.091 1.427 1.837 0.684
N -3.0900 -0.2366 0.5946 -2.060 0.997 -1.072 -0.820
N 0.4330 0.5499 0.0282 -2.223 -0.188 2.048 -0.624
C 0.8417 -3.1842 2.3645 1.452 0.518 0.322 -0.610
C -0.1621 4.7663 -2.0758 -0.689 -0.762 -0.545 -0.611
C -0.5870 -3.3982 2.8257 0.865 -1.290 -0.083 -0.412
C 0.1111 3.3004 -1.6219 0.178 0.819 -1.354 -0.395
C -1.4466 -2.5622 1.9891 -2.713 2.060 -2.046 -0.408
C 1.1676 2.5570 -2.4238 0.459 -0.539 0.003 -0.395
C -1.5220 -1.0398 2.3184 -0.728 1.038 0.146 -0.404
C 1.0706 1.0267 -2.2656 -0.815 -0.888 -1.171 -0.397
C -1.8110 -0.0513 1.1336 1.745 1.311 0.232 -0.117
C 1.4700 0.4343 -0.9471 2.614 0.511 0.637 -0.416
H 0.5282 -1.7305 -1.2564 -0.991 -0.402 -0.325 0.509
H 3.7790 -2.0634 -0.6120 -0.262 1.283 0.283 0.499
H -3.2974 0.6399 0.0526 -0.161 -1.605 0.419 0.355
H -3.0950 -1.0285 -0.0359 -0.140 0.048 -0.196 0.377
H 0.6042 1.1774 0.8272 -0.512 -0.751 -0.660 0.409
H 0.9614 -3.7327 1.4177 0.226 0.422 0.225 0.218
H 1.6010 -3.5433 3.0786 -0.310 -0.185 -0.224 0.208
H 1.1404 -2.1039 2.2077 -0.637 -0.992 0.002 0.194
H -0.6457 4.8615 -3.0747 0.396 -0.657 0.387 0.204
H -0.9373 5.1730 -1.4235 0.498 0.445 0.270 0.210
H 0.7359 5.3668 -2.1751 0.098 0.224 0.574 0.207
H -0.8454 -4.4365 2.5311 0.155 0.307 0.618 0.207
H -0.7499 -3.2969 3.8994 0.024 0.174 -0.015 0.204
H 0.3302 3.2484 -0.5643 -0.040 0.094 0.298 0.191
H -0.7710 2.7290 -1.8367 -0.897 -0.195 0.378 0.196
H -2.5242 -2.9274 2.0327 1.257 0.313 -0.391 0.211
H -1.0773 -2.5910 0.9163 -0.585 -0.483 1.064 0.213
H 2.1814 2.8435 -2.1563 0.245 0.184 0.337 0.194
H 1.1245 2.8255 -3.4829 -0.412 -0.127 -0.033 0.207
H -0.6400 -0.6655 2.8140 0.630 -0.140 0.226 0.199
H -2.3590 -0.8124 3.0121 0.444 -0.394 -0.213 0.219
H 1.6835 0.5205 -3.0067 0.201 0.214 -0.432 0.214
H 0.0479 0.6160 -2.4481 0.504 0.687 -0.219 0.218
H -1.8548 1.0587 1.3891 0.764 -1.371 0.728 0.195
H 2.3586 1.0128 -0.6174 -0.661 0.355 0.350 0.224
```
Forces are in eV/Å.

Computed properties:
Largest force on an atom   3.97 eV/Å
HOMO-LUMO gap   9.9 eV
Highest occupied orbital energy   -0.3430 Ha
Molar mass   244.1 g/mol
SMILES   CCCC[C@@H](NC(=O)[C@@H](N)CCCC)B(O)O
E_tot   -21614.311 eV

***

Record 2
Density functional theory data (ωB97M-V with the def2-TZVPD basis set) for 2 unconnected molecules or ions with the total composition C7H13N3O at a distorted geometry.

Geometry as XYZ:
```
24
Properties=species:S:1:pos:R:3:forces:R:3:nbo_charge:R:1
C -0.0245 3.9061 -1.0665 0.415 -0.910 0.343 -0.633
C -1.2388 0.5949 -0.6789 0.184 -0.716 0.547 0.179
C -0.5249 2.5972 -0.5322 -0.539 0.424 -0.160 0.103
C -1.0140 2.2772 0.6951 0.573 -0.161 0.479 -0.125
N -0.6780 1.5213 -1.3842 0.093 0.169 -0.406 -0.467
N -1.3914 0.9450 0.6308 -0.677 0.349 -0.519 -0.533
H -1.4668 -0.4140 -0.9834 -0.203 0.121 -0.248 0.184
H -2.1526 0.5619 1.1698 0.359 -0.179 0.333 0.413
H -0.9350 2.7689 1.6504 -0.269 0.229 -0.109 0.215
H -0.3308 4.7355 -0.4405 0.004 0.153 0.011 0.216
H -0.4002 4.0066 -2.0766 -0.066 0.240 -0.160 0.230
H 1.0645 3.8475 -1.1110 0.037 0.330 -0.088 0.220
C 1.0538 -2.0748 -0.5415 0.559 0.278 -0.105 -0.517
C 2.4991 -1.5981 -0.3822 0.184 -1.083 0.258 -0.605
C 0.4409 -2.4227 0.7956 -0.232 0.015 0.175 0.685
O 1.0527 -2.4159 1.8396 0.023 -0.060 -0.052 -0.595
N -0.9069 -2.7368 0.7609 -0.146 -0.322 -0.360 -0.842
H 0.4348 -1.3637 -1.0745 -0.136 0.257 0.041 0.228
H 1.0426 -2.9759 -1.1531 -0.070 -0.192 -0.065 0.220
H 3.0865 -2.5031 -0.2040 0.157 0.117 0.141 0.208
H 2.6358 -0.9928 0.5070 -0.109 0.311 -0.091 0.231
H -1.2268 -3.3496 1.4979 0.068 0.240 0.141 0.396
H -1.2973 -2.9778 -0.1405 0.117 0.066 0.077 0.378
H 2.9478 -1.1483 -1.2595 -0.327 0.323 -0.182 0.214
```
Forces are in eV/Å.

Computed properties:
Largest force on an atom   1.13 eV/Å
HOMO-LUMO gap   9.4 eV
Highest occupied orbital energy   -0.3197 Ha
Relative energy (zero: lowest compared OMol25 entry of this formula, charge and spin)   24.3 kJ/mol
Molar mass   155.2 g/mol
SMILES   Cc1c[nH]cn1.CCC(N)=O
E_tot   -13988.111 eV

***

Record 3
Density functional theory data (ωB97M-V with the def2-TZVPD basis set) for C7H13N in the gas phase at a distorted geometry.

Geometry as XYZ:
```
21
Properties=species:S:1:pos:R:3:forces:R:3:nbo_charge:R:1
C -2.3480 0.9212 0.4725 -1.031 -3.579 0.322 -0.609
C -1.2947 0.4967 1.4962 3.020 2.220 -2.163 -0.391
N 0.6892 1.4381 -0.4278 1.615 1.831 -2.857 -0.809
C 0.4912 0.1267 -0.2733 -0.898 -1.674 1.465 0.114
C -0.2430 -0.3932 0.7692 -0.172 1.499 -1.828 -0.073
C 0.0477 -1.7751 1.1651 -4.721 -0.507 3.008 -0.621
C 2.0676 -0.3620 -2.0606 -1.250 -1.164 -0.364 -0.401
C 0.9756 -0.7058 -1.3497 4.096 3.450 0.514 -0.187
H -3.0214 1.5745 0.9149 -1.342 1.467 0.430 0.202
H -1.8988 1.2453 -0.3794 1.679 2.150 -2.028 0.214
H -2.9116 0.1246 -0.1046 0.147 -0.025 1.601 0.200
H -0.7212 1.6146 1.5881 -1.547 -2.962 1.163 0.165
H -1.6927 0.0665 2.4004 0.137 0.217 0.428 0.221
H 0.3449 1.9766 0.2755 -0.702 2.041 2.034 0.370
H 1.3916 1.8969 -1.0467 -1.236 -1.175 0.787 0.399
H -0.9772 -2.3236 1.4851 1.904 0.971 -0.684 0.178
H 0.4988 -1.6075 2.1407 0.781 -0.896 0.101 0.220
H 0.5006 -2.4610 0.5245 1.314 -0.593 -0.997 0.223
H 2.7018 0.4231 -1.6960 0.171 0.439 -0.358 0.185
H 2.2976 -0.8924 -2.9930 0.309 0.187 0.603 0.204
H 0.4856 -1.5550 -1.4313 -2.275 -3.896 -1.178 0.195
```
Forces are in eV/Å.

Computed properties:
Largest force on an atom   5.62 eV/Å
HOMO-LUMO gap   7.9 eV
Highest occupied orbital energy   -0.2538 Ha
Relative energy (zero: lowest compared OMol25 entry of this formula, charge and spin)   322.7 kJ/mol
Molar mass   111.2 g/mol
SMILES   C=C/C(N)=C(\C)CC
E_tot   -8956.588 eV